# C5H14NO

A 2-piece molecular cluster, C5H14NO overall in a non-equilibrium geometry (wB97M-V/def2-TZVPD, the OMol25 dataset).

```
21
Properties=species:S:1:pos:R:3:forces:R:3:mulliken_spin:R:1
O 0.412618 -2.837515 -0.937312 -0.2222 -1.1329 0.5300 0.00
N 1.377632 1.106686 -0.960401 -1.0438 -1.4051 -0.1360 0.25
C 1.783011 2.334353 -0.580947 0.9685 1.5081 0.5738 0.72
C -0.017001 0.651784 -1.248903 2.3791 -0.3765 0.0947 -0.02
C -1.401103 -1.048136 1.647165 1.1455 -0.3328 0.6697 0.00
C -0.946841 0.776768 -0.044444 0.6615 2.2339 -1.2341 0.01
C -0.420034 0.107290 1.236077 -2.4431 0.4407 -0.5062 0.02
H 0.148834 -3.606098 -0.388975 0.0014 0.8853 -0.0386 0.00
H -0.234447 1.216558 -2.165543 -0.9933 -0.3195 0.3076 0.00
H 0.166964 -0.413653 -1.458121 -0.5466 0.3114 -0.3570 0.01
H 2.837639 2.496826 -0.370426 -0.2169 -0.3098 -0.1329 0.02
H 2.019315 0.335721 -0.903396 0.2483 0.3038 0.1237 -0.02
H -0.906049 -2.017289 1.777387 0.2287 0.1409 -0.2719 0.00
H -0.973817 1.901084 0.072186 -0.4310 -1.0398 0.3043 -0.01
H 0.796157 -3.316113 -1.674928 0.2383 0.2595 -0.4922 0.00
H -2.284450 -1.263310 1.036037 0.3247 0.5845 -0.1769 0.00
H -0.464038 0.931646 1.973310 0.2697 -0.8262 0.0487 0.00
H -1.722751 -0.826865 2.647784 -0.5866 0.0796 0.4942 0.00
H 0.599846 -0.187671 1.098109 0.4925 -0.3616 0.0586 0.00
H -1.934717 0.456931 -0.382016 -0.0307 -0.0426 0.3843 0.00
H 1.163228 3.201012 -0.372645 -0.4438 -0.6010 -0.2438 0.02
```
Positions in Å, forces in eV/Å.

Results
HOMO-LUMO gap (spin up / spin down) = 5.973 / 10.390 eV
HOMO (spin up / spin down) = -5.46 / -9.88 eV
energy above the lowest of the compared OMol25 structures with the same formula, charge and spin = 23.1 kcal/mol
LUMO level (spin up / spin down) = 0.517 / 0.512 eV
net charge = 0
spin multiplicity = 2
⟨S²⟩ = 0.7534